Entry 1:
58
Properties=species:S:1:pos:R:3:forces:R:3:nbo_charge:R:1 method="wB97M-V/def2-TZVPD" max_force_ev_per_a=9.36 homo_lumo_gap_ev="6.9 / 8.5" e_homo_ha="-0.257 / -0.295" de_lowest_kcal_mol=26.0 multiplicity=4 charge=0
O 0.446643 -0.083917 -5.029933 -0.1 0.0 -0.2 -0.551
C 0.247843 1.220383 -5.614933 0.1 0.0 0.2 -0.058
C 0.003443 0.627983 -6.998333 0.0 0.0 -0.1 -0.455
H 1.136743 1.847983 -5.518133 0.0 0.0 0.0 0.173
H -0.600857 1.741383 -5.166133 0.0 0.0 0.0 0.170
C 0.221643 -0.741417 -6.325033 0.0 0.2 0.2 0.268
H 0.741543 0.885883 -7.753633 0.0 0.0 0.0 0.211
H -0.993657 0.782083 -7.402833 0.0 0.0 0.0 0.210
C 1.459043 -1.487217 -6.762733 0.1 0.0 0.0 -0.626
H 2.324643 -0.827517 -6.770733 0.0 0.1 0.0 0.215
H 1.328843 -1.897117 -7.764833 0.0 0.0 0.0 0.212
H 1.667943 -2.312217 -6.082633 0.0 0.0 0.1 0.217
C -0.995857 -1.631917 -6.261733 -0.1 0.0 0.0 -0.626
H -1.865757 -1.072517 -5.923133 -0.1 0.1 0.0 0.213
H -0.830357 -2.454617 -5.567133 0.0 0.0 0.0 0.217
H -1.217857 -2.053917 -7.242533 0.0 0.0 -0.1 0.213
Cr -0.115157 -0.407517 2.984267 1.0 0.4 1.5 1.157
C -2.073057 -0.898217 4.229867 -0.5 -0.4 -0.2 -0.307
C -1.775257 0.464383 4.403767 0.3 0.0 -0.3 -0.268
C -1.951657 1.101983 3.153667 -0.3 -0.1 -0.2 -0.316
H -1.441157 0.938583 5.309467 -0.1 -0.1 0.1 0.236
C -2.360957 0.131983 2.222467 0.2 0.4 -0.3 -0.296
C -2.418057 -1.110617 2.874067 -0.2 -0.3 0.6 -0.324
H -2.673057 -2.055517 2.423967 -0.1 -0.1 0.0 0.235
H -2.033057 -1.650517 4.997567 0.0 0.0 0.1 0.237
H -1.756057 2.138983 2.951267 0.0 0.1 -0.1 0.222
H -2.548957 0.305083 1.176367 0.0 0.0 -0.1 0.228
C 0.990743 -1.846717 4.533367 -0.7 -0.1 -0.3 -0.264
C 0.220543 -2.644117 3.654167 0.2 -0.8 -0.2 -0.330
C 0.750043 -2.510417 2.356067 -0.4 -0.3 0.4 -0.282
H -0.624857 -3.251217 3.923967 -0.1 0.0 0.0 0.229
C 1.868643 -1.646117 2.443567 0.2 0.4 0.1 -0.315
C 2.018243 -1.252717 3.780867 0.2 0.1 -0.6 -0.238
H 2.735043 -0.542617 4.148267 0.1 0.1 0.1 0.260
H 0.819543 -1.710017 5.587667 0.0 0.1 0.0 0.256
H 0.392343 -3.012817 1.473867 0.0 0.0 -0.1 0.224
H 2.468143 -1.295417 1.621167 0.1 0.0 -0.1 0.234
O 0.210043 0.191483 0.841967 0.0 0.1 -0.8 -0.579
C -0.161257 -0.688617 -0.241133 0.1 0.1 0.1 -0.058
C -0.473057 0.214883 -1.416633 -0.1 -0.1 -0.1 -0.426
H -1.002557 -1.295417 0.084167 -0.1 -0.1 0.0 0.191
H 0.682543 -1.348317 -0.450233 0.1 0.0 0.0 0.182
C 0.451843 1.398183 -1.163033 0.0 0.1 -0.1 -0.430
H -1.514757 0.534483 -1.384633 -0.1 0.0 0.0 0.199
H -0.300457 -0.277917 -2.370633 0.0 0.0 -0.1 0.244
C 0.383043 1.545283 0.340667 0.0 -0.3 0.2 -0.054
H 0.140343 2.305083 -1.676133 0.0 0.0 0.0 0.221
H 1.468143 1.162683 -1.478733 0.0 0.0 0.0 0.211
H -0.476357 2.137883 0.655767 -0.1 0.0 0.0 0.171
H 1.268943 1.954883 0.809567 0.1 0.0 0.0 0.221
C 0.150443 3.347783 5.182467 -0.9 0.4 -0.6 -0.838
S 1.126943 1.890883 4.704767 7.6 -5.3 0.9 2.137
O 2.621343 2.226883 4.816867 -4.2 1.1 -1.4 -0.923
O 1.033943 0.757083 5.731967 -2.3 2.9 -2.4 -0.928
O 0.983643 1.209283 3.115867 -0.8 2.8 4.1 -0.914
H 0.827743 4.192383 5.424367 -0.1 -0.9 -0.3 0.281
H -0.477257 3.107183 6.064567 0.5 -0.2 -0.6 0.266
H -0.509257 3.644183 4.342867 0.4 -0.2 0.4 0.245

***

Entry 2:
65
Properties=species:S:1:pos:R:3:forces:R:3:nbo_charge:R:1 method="wB97M-V/def2-TZVPD" max_force_ev_per_a=0.76 homo_lumo_gap_ev="8.2 / 5.5" e_homo_ha="-0.417 / -0.470" de_lowest_kcal_mol=0.0 multiplicity=5 charge=+1
Pd 0.139780 0.584445 0.239988 0.0 -0.1 0.3 1.146
C -1.635776 3.093549 -0.567337 -0.1 -0.1 0.0 -0.426
N -0.240345 2.765656 -0.232800 -0.1 0.2 0.1 -0.401
C 0.181265 3.563119 0.942877 0.0 0.1 0.0 -0.430
C 0.668439 3.016095 -1.362567 0.0 -0.1 0.1 -0.271
C 1.999044 2.379505 -1.082519 0.1 0.6 -0.5 0.005
C 3.185531 2.898835 -1.540342 -0.2 0.1 0.0 -0.235
C 4.377018 2.223564 -1.260771 0.1 0.3 -0.2 -0.010
C 4.387807 1.024757 -0.525089 -0.2 -0.4 0.3 -0.213
C 3.204797 0.507185 -0.063449 0.7 -0.1 0.0 -0.145
C 1.983018 1.159521 -0.346059 -0.1 -0.4 0.4 -0.146
H -1.745882 4.155849 -0.800230 0.1 0.1 0.0 0.207
H -2.269607 2.864490 0.286602 0.0 0.0 0.0 0.234
H -1.968826 2.505927 -1.420581 0.1 0.0 0.0 0.216
H 0.189320 4.628276 0.695845 0.0 0.0 -0.2 0.198
H 1.175186 3.267804 1.268960 0.0 -0.1 0.0 0.220
H -0.505544 3.398226 1.764770 0.0 -0.1 0.0 0.253
H 0.772061 4.086492 -1.555720 0.0 0.1 0.0 0.222
H 0.241270 2.561480 -2.260808 0.0 0.0 0.0 0.245
H 3.207400 3.824449 -2.105370 0.0 -0.1 0.1 0.241
H 5.315252 2.642829 -1.607618 -0.1 0.0 0.0 0.238
H 5.327902 0.528530 -0.318157 0.0 0.0 0.0 0.246
H 3.213822 -0.400347 0.526707 -0.1 0.0 0.0 0.235
F 1.584555 -0.239527 4.819643 0.1 0.0 0.2 -0.292
C 1.324038 0.111627 3.572099 -0.4 0.1 -0.2 0.963
F 1.743448 -0.883460 2.760605 0.1 0.0 -0.1 -0.333
F 2.048850 1.187035 3.259355 0.1 0.1 0.0 -0.309
C -0.194000 0.395326 3.312542 0.3 -0.2 -0.3 0.004
O -0.348475 1.100163 2.157787 -0.2 0.1 0.1 -0.808
C -0.770230 1.249588 4.480053 0.0 0.0 -0.3 0.976
F -1.943075 1.771036 4.119861 0.0 0.0 0.1 -0.304
F -0.943231 0.515494 5.574048 -0.1 0.0 0.2 -0.302
F 0.053784 2.260252 4.767699 0.0 0.1 0.0 -0.311
C -0.967982 -0.963052 3.232819 0.4 0.4 0.0 0.969
F -0.584977 -1.847603 4.144647 0.0 -0.1 0.1 -0.298
F -0.745816 -1.513003 2.020327 0.0 -0.1 -0.3 -0.338
F -2.273798 -0.766568 3.328700 -0.3 0.0 0.1 -0.299
C -1.671895 0.394422 -3.330536 0.0 0.1 0.1 -1.114
Si -1.951719 -0.803916 -1.887657 -0.4 0.0 -0.4 1.594
C -2.956317 -0.071632 -0.468063 -0.1 0.0 -0.1 -1.108
C -2.875281 -2.277706 -2.587727 -0.1 0.0 0.1 -1.113
C -0.302340 -1.377981 -1.259225 0.3 0.0 -0.1 -1.117
Si 0.085710 -3.162619 -0.850491 0.3 -0.4 0.3 1.625
C -1.318807 -3.997262 0.063836 -0.1 -0.1 -0.1 -1.123
C 0.450797 -4.031869 -2.471822 -0.1 0.0 -0.2 -1.106
C 1.651110 -3.138544 0.194521 0.0 0.0 0.0 -1.115
H -2.022214 -0.075645 -4.253937 0.1 0.0 0.1 0.261
H -0.608897 0.620903 -3.472662 -0.1 0.0 0.0 0.228
H -2.226460 1.333751 -3.246845 0.1 -0.1 0.0 0.236
H -3.729518 0.599770 -0.858528 0.1 -0.1 0.1 0.252
H -2.370681 0.487473 0.269977 -0.1 0.0 0.0 0.217
H -3.460717 -0.878180 0.073600 0.1 0.1 0.0 0.262
H -3.845634 -1.939742 -2.971571 0.1 0.0 0.0 0.254
H -3.071782 -3.051317 -1.835845 0.0 0.2 -0.2 0.246
H -2.334814 -2.729891 -3.425954 0.0 0.1 0.1 0.246
H 0.671059 -0.898564 -1.484571 -0.3 0.1 -0.1 0.217
H -2.046385 -4.443133 -0.625525 0.2 0.1 0.2 0.244
H -1.845735 -3.295011 0.716006 0.0 -0.1 -0.1 0.246
H -0.937109 -4.805772 0.694667 0.0 0.1 0.0 0.258
H -0.477950 -4.301410 -2.991521 0.2 0.1 0.1 0.245
H 1.009848 -4.957307 -2.297859 -0.1 0.1 0.0 0.254
H 1.055217 -3.401784 -3.136193 -0.1 -0.1 0.1 0.239
H 1.459897 -2.780487 1.211783 0.1 0.0 -0.2 0.249
H 2.431454 -2.520222 -0.268708 -0.1 -0.1 0.1 0.221
H 2.053122 -4.153897 0.274350 0.0 0.1 0.0 0.255

***

Entry 3:
54
Properties=species:S:1:pos:R:3:forces:R:3:nbo_charge:R:1 method="wB97M-V/def2-TZVPD" max_force_ev_per_a=3.04 homo_lumo_gap_ev="3.1 / 5.6" e_homo_ha="-0.017 / -0.110" multiplicity=6 charge=-1
O 0.942563 -1.907047 -1.676236 0.5 -1.3 0.1 -0.554
C 0.561771 -3.310787 -1.669871 0.0 0.2 0.1 -0.060
C 1.944923 -3.778478 -1.194978 -0.1 0.9 -0.1 -0.461
H 0.321765 -3.643174 -2.684026 -0.4 0.0 0.2 0.171
H -0.249497 -3.484295 -0.941685 0.2 0.0 -0.5 0.187
C 2.267651 -2.247834 -1.157728 0.0 -0.4 0.2 0.279
H 2.532237 -4.317084 -1.937175 -0.1 -0.2 0.1 0.199
H 1.949001 -4.250222 -0.206793 0.2 0.0 -0.3 0.212
C 3.388599 -1.778320 -2.083192 0.0 0.0 0.4 -0.629
H 3.190607 -2.037926 -3.138375 0.0 0.2 0.5 0.213
H 4.313355 -2.278256 -1.766002 -0.1 0.1 -0.1 0.206
H 3.546878 -0.693075 -1.970903 -0.1 -0.3 -0.2 0.222
C 2.359612 -1.759886 0.269692 0.0 0.2 0.2 -0.621
H 1.483715 -2.128074 0.826760 0.3 0.2 -0.1 0.224
H 2.359214 -0.664325 0.318655 0.0 -0.3 0.0 0.225
H 3.261828 -2.142414 0.758559 0.0 0.1 -0.1 0.201
Mn -0.597051 1.137030 2.027355 -1.1 -0.7 0.2 1.054
C -0.782164 0.117738 4.312067 0.2 -1.5 0.1 -0.324
C -2.100946 0.397834 3.900302 -0.3 -1.2 -0.7 -0.355
C -2.285313 -0.184449 2.610798 -0.1 -2.2 1.2 -0.263
H -2.883642 0.911385 4.465170 0.4 -0.1 -0.3 0.210
C -1.047816 -0.837654 2.189682 -1.2 -1.1 2.2 -0.468
C -0.114913 -0.649547 3.290447 -1.4 -1.1 0.6 -0.345
H 0.854468 -1.154249 3.371502 -0.3 0.6 -0.1 0.210
H -0.380831 0.383948 5.291392 0.1 0.0 -0.5 0.204
H -3.250145 -0.327507 2.128099 0.5 0.5 0.0 0.216
H -0.887863 -1.410480 1.278787 -0.1 0.1 0.2 0.216
C 0.418739 2.600006 3.560125 1.0 0.1 -0.6 -0.333
C 1.316242 1.603330 3.064816 1.5 1.9 -0.6 -0.312
C 1.351516 1.698915 1.611040 0.9 2.0 0.8 -0.443
H 1.987048 0.972560 3.658305 -0.6 0.2 -0.3 0.216
C 0.454175 2.779624 1.238570 1.4 1.0 1.1 -0.333
C -0.144093 3.294276 2.456484 1.6 1.0 -0.7 -0.359
H -0.830057 4.142126 2.533321 0.1 -0.5 -0.2 0.222
H 0.208457 2.829303 4.602576 -0.1 -0.3 -0.3 0.217
H 2.033903 1.172234 0.946860 -0.3 0.1 0.2 0.214
H 0.269570 3.137865 0.229807 -0.1 -0.2 0.3 0.230
O -1.006019 1.115395 -1.859435 -0.6 -0.4 -2.6 -0.539
C -0.161909 0.532891 -2.898774 0.6 -0.4 0.7 -0.093
C -0.923350 0.362477 -4.233659 -0.1 0.2 0.3 -0.433
H 0.160798 -0.459464 -2.532425 -0.2 1.0 -0.3 0.233
H 0.752009 1.153542 -2.999209 -0.5 -0.1 0.0 0.157
C -2.329908 0.939516 -3.952327 0.4 0.2 0.1 -0.436
H -0.966529 -0.704222 -4.491920 0.0 0.3 0.0 0.197
H -0.432387 0.880719 -5.069553 -0.1 -0.1 0.3 0.198
C -2.311236 1.361943 -2.468061 -0.1 0.2 0.8 -0.067
H -3.114282 0.196168 -4.128390 0.1 0.2 -0.1 0.202
H -2.516058 1.818957 -4.583552 -0.1 -0.3 0.1 0.199
H -3.077209 0.794297 -1.907844 0.4 0.4 0.0 0.187
H -2.530242 2.439504 -2.355709 0.0 -0.5 0.0 0.182
C -2.135673 1.743035 0.926006 -1.8 1.0 -2.2 -1.210
H -2.672290 2.589942 1.389143 0.0 -0.1 -0.1 0.185
H -2.862695 0.959091 0.649473 0.1 0.5 -0.2 0.167
H -1.636525 2.083117 0.002029 -0.6 0.2 0.2 0.185

***

Entry 4:
54
Properties=species:S:1:pos:R:3:forces:R:3:nbo_charge:R:1 method="wB97M-V/def2-TZVPD" max_force_ev_per_a=0.65 smiles="NC1=NC[C@H](Cc2ccccc2)N1CCCCC1CCCCC1" homo_lumo_gap_ev=8.8 e_homo_ha=-0.290 de_lowest_kcal_mol=0.0 charge=0
N 1.540248 2.545948 0.866525 -0.1 0.1 0.3 -0.816
C 1.175644 1.608203 -0.060419 0.1 -0.2 -0.5 0.584
N 1.984320 1.183694 -0.957902 0.5 0.4 0.2 -0.575
C 1.245154 0.315338 -1.844733 -0.1 -0.1 0.1 -0.224
H 1.321323 0.694321 -2.867727 -0.1 -0.1 0.0 0.189
H 1.685363 -0.687816 -1.829338 -0.1 0.0 -0.1 0.186
C -0.222582 0.327298 -1.341913 0.0 0.0 -0.5 -0.043
N -0.125839 1.169721 -0.161077 0.1 0.2 0.0 -0.470
C -1.112528 1.123074 0.885299 -0.3 -0.3 0.3 -0.205
H -2.096463 1.190107 0.412639 0.1 0.1 0.2 0.221
C -1.064164 -0.159256 1.736181 0.1 0.4 0.0 -0.409
C 0.048644 -0.183453 2.795671 -0.1 -0.3 0.0 -0.407
C 0.823206 -1.504060 2.810029 0.1 0.2 -0.1 -0.376
H 1.344859 -1.610758 3.764031 0.0 -0.1 0.0 0.201
H 0.114311 -2.332031 2.733824 0.0 -0.1 0.0 0.197
C 1.846411 -1.583172 1.669333 0.0 -0.3 0.5 -0.225
C 3.138081 -0.846946 2.028246 -0.1 0.2 -0.4 -0.394
C 4.114406 -0.867180 0.856566 0.2 -0.1 0.2 -0.412
C 4.438651 -2.305520 0.465338 -0.1 0.1 -0.2 -0.394
C 3.162219 -3.072322 0.135222 0.2 -0.2 0.2 -0.392
C 2.185532 -3.029371 1.307333 -0.1 0.2 -0.4 -0.392
H 1.273072 -3.571893 1.045641 0.0 0.0 0.1 0.201
H 2.630324 -3.525569 2.173695 0.0 -0.1 0.1 0.194
H 3.402075 -4.109511 -0.110732 0.0 0.0 -0.1 0.204
H 2.691022 -2.621587 -0.741672 0.0 0.0 -0.1 0.190
H 5.109985 -2.315069 -0.395700 0.1 0.0 0.0 0.206
H 4.950748 -2.800323 1.294967 0.1 -0.1 0.0 0.188
H 5.033252 -0.344049 1.131578 0.0 0.1 -0.1 0.201
H 3.669139 -0.337950 0.010969 0.0 0.1 0.0 0.229
H 2.919866 0.187549 2.301260 0.0 0.1 0.1 0.199
H 3.595971 -1.329744 2.896426 0.0 0.0 0.1 0.192
H 1.419903 -1.105314 0.782275 -0.1 0.1 -0.1 0.195
H -0.386545 -0.005818 3.781352 0.0 0.1 0.0 0.207
H 0.759743 0.621531 2.609993 0.1 0.1 0.0 0.184
H -0.942384 -1.007154 1.060635 -0.1 -0.1 -0.1 0.198
H -2.034647 -0.277743 2.220948 0.0 -0.1 0.0 0.210
H -0.994925 2.003931 1.522274 -0.1 0.0 0.0 0.192
H -0.570147 -0.679031 -1.076448 0.0 0.1 0.0 0.188
C -1.172096 0.921776 -2.399117 0.1 -0.3 0.2 -0.420
C -2.618315 0.847799 -2.005597 -0.1 0.1 -0.2 -0.040
C -3.259497 -0.383197 -1.915413 0.0 0.1 0.0 -0.169
C -4.586170 -0.463189 -1.533299 0.0 -0.1 0.0 -0.221
C -5.296727 0.689352 -1.243061 -0.1 0.0 0.1 -0.223
C -4.672580 1.921105 -1.341071 -0.1 0.1 0.0 -0.205
C -3.343566 1.998437 -1.718975 0.0 -0.1 -0.1 -0.214
H -2.859350 2.962232 -1.789021 0.1 0.1 0.0 0.213
H -5.222442 2.825008 -1.122452 0.0 0.1 0.0 0.213
H -6.333430 0.627728 -0.946759 -0.1 0.0 0.0 0.214
H -5.069321 -1.427221 -1.466135 0.0 -0.1 0.0 0.212
H -2.714014 -1.286133 -2.151649 0.1 -0.1 0.0 0.199
H -0.881629 1.959061 -2.574414 0.1 0.0 -0.1 0.218
H -1.023630 0.359004 -3.324571 0.0 0.0 -0.1 0.217
H 1.051736 2.548330 1.746743 0.1 0.0 0.0 0.382
H 2.537847 2.667068 0.928878 0.0 0.0 0.0 0.404